# C28H30CdN6O9

A structure of composition C28H30CdN6O9 in a non-equilibrium geometry (ωB97M-V/def2-TZVPD, OMol25).

LUMO energy in eV: 0.10
Kohn-Sham gap in eV: 9.000
HOMO level in eV: -8.9
Maximum force in eV/A: 1.9

The geometry in ORCA input format:
```
! RIJCOSX wB97M-V def2-TZVPD def2/J DEFGRID3
* xyz 0 1
Cd -0.5547 0.5146 -0.9339
O -2.2030 4.3150 -0.2975
O -1.3101 2.3085 0.0320
O 0.4685 0.2981 -3.4675
O 1.8081 1.0121 2.2651
O 0.9688 -1.3096 -1.2701
O -1.8647 -0.9346 0.5166
O 1.9085 1.2610 -1.3312
O -2.0617 5.9742 -2.2574
O -1.3503 5.8609 -4.3553
N -1.7609 1.6911 -2.5865
N -0.1271 0.2824 3.2600
N -1.7673 1.7279 -3.9177
N 2.6917 -2.0930 -0.0634
N 0.0750 0.0695 1.0538
N 2.1141 0.6677 -4.9427
C 0.3984 -4.3265 4.5127
C 2.5943 0.3073 -0.5413
C 1.3694 -0.0126 -5.9849
C 3.7662 -1.9029 0.8820
C 1.5756 0.7519 -3.7101
C 2.1383 -3.4321 -0.0869
C -1.1594 -0.6798 2.8886
C 2.0055 -1.0944 -0.6452
C -2.5404 -0.3767 3.4104
C 0.2505 -4.2107 3.1426
C -1.7100 5.3183 -3.3362
C -0.6894 -2.0217 3.4185
C -4.1327 1.1195 4.3930
C -0.2901 -3.0590 2.5929
C 0.6962 0.5193 2.1960
C 3.2801 1.3698 -5.4253
C -2.8905 0.8983 3.8246
C 2.4136 1.4428 -2.6324
C -5.0299 0.0772 4.5417
C -1.7704 3.8281 -3.2807
C -0.0386 -3.3062 5.3407
C -1.0573 -0.5538 1.3621
C -0.5834 -2.1600 4.7995
C -1.7702 2.9495 -2.1731
C -4.6982 -1.1852 4.0834
C -3.4615 -1.4131 3.5111
C -1.7665 3.2273 -0.6869
C -1.7541 2.9871 -4.3811
H -5.9911 0.2480 5.0012
H 3.7969 1.8952 -4.6311
H 0.6234 -0.6544 -5.5206
H 0.2281 0.3418 4.2016
H 3.6559 0.2884 -0.8151
H 3.9689 0.6607 -5.8920
H 2.3927 2.5245 -2.8185
H 2.4882 0.6726 0.4946
H -0.4151 -2.9656 1.5258
H 0.0423 -3.3985 6.4127
H 4.4003 -1.0665 0.6080
H 1.2893 -3.4494 -0.7671
H 0.8703 0.7064 -6.6402
H -4.3999 2.1112 4.7197
H 2.9738 2.1024 -6.1774
H -2.1895 1.7086 3.6982
H -2.2216 5.3812 -1.4436
H -1.7466 3.2441 -5.4225
H 1.8227 -3.7185 0.9146
H -5.4016 -1.9972 4.1722
H 3.4478 1.0813 -2.7017
H 3.3725 -1.7203 1.8850
H 2.8986 -4.1328 -0.4344
H 2.0512 -0.6202 -6.5827
H 0.8404 -5.2114 4.9415
H -3.2082 -2.3973 3.1460
H -0.9372 -1.3775 5.4576
H 4.3698 -2.8089 0.8937
H 0.5485 -5.0222 2.4966
H -1.7512 0.8663 -4.4422
*
```